14
Properties=species:S:1:pos:R:3:forces:R:3 method="wB97M-V/def2-TZVPD" homo_lumo_gap_ev=9.942 de_lowest_kcal_mol=92.0 charge=0 lumo_energy_ev=0.45
O -2.958706 0.471053 0.385562 0.72 -0.04 -0.36
C -1.875623 0.586457 -0.113867 1.10 0.21 -0.77
C -0.601555 -0.287340 0.203689 0.14 0.42 -0.52
C 0.523459 0.078806 -0.739786 -0.75 0.00 -0.47
C 1.819998 -0.008533 -0.516325 -0.89 -0.11 0.92
O 2.275986 -0.623785 0.588041 2.00 0.60 0.54
N -0.734343 -1.719415 0.360368 -0.45 -0.43 -0.72
F -1.314669 -2.260794 -0.879878 0.47 0.74 1.24
H -1.536353 1.411832 -0.861982 -1.04 -0.74 0.91
H -0.352353 0.054668 1.224046 0.21 -0.15 -0.10
H 0.332969 0.368735 -1.746816 -0.81 0.69 -0.47
H 2.496648 0.583805 -1.133550 0.43 -0.83 0.23
H 1.793111 -1.397801 0.876149 -0.67 -0.07 -0.38
H -1.473850 -1.881906 1.033988 -0.44 -0.28 -0.05